The following is a quantum chemistry calculation of a cluster of 15 separate species, C60H162N12O18 in total, from OMol25.

The geometry in XYZ format:
```
252
C60H162N12O18 (ωB97M-V with the def2-TZVPD basis set)
H 6.1333 2.1787 -0.1438
H -7.8795 9.5981 -6.8497
H 0.1907 -10.9765 0.0249
H -8.6882 1.6881 -1.3217
C 2.2718 6.2463 8.8299
H 2.8483 -1.2945 2.3426
H 8.2230 5.7447 2.4200
H -0.3178 1.0482 -2.6352
H -0.0947 -2.0993 -2.7465
H -2.3634 -2.4047 6.7474
H 2.0338 7.3100 8.8228
H -11.4032 2.2513 -3.7794
H -6.8516 6.5985 -4.5013
H 3.3460 6.2210 -7.9282
H 1.3015 1.6319 10.8842
C 1.7389 4.3673 10.2155
H 1.3740 -3.0986 -1.1408
H -13.1211 2.7340 -1.9181
H 4.7369 1.6481 0.6800
H -2.6059 3.5938 -7.3153
C -4.9394 -2.6645 -5.9723
H -8.1229 1.3463 -4.8789
C -4.7283 -4.4233 -4.1444
O -1.3194 -9.1019 8.3011
H -4.1488 6.4676 5.3664
C 1.1686 -2.3430 1.6015
H -4.0614 -0.6000 5.9252
H 7.7788 7.3266 2.1794
H 0.4489 -0.8655 0.4770
H 6.5026 -6.7856 -4.8984
H -0.2546 -3.0111 -0.3340
H -3.2678 -9.6178 7.7755
H 4.0889 -8.6764 -2.8077
H 0.6845 -8.7336 6.7050
C 0.7490 -10.1072 0.3724
C -2.6578 -9.3575 8.6405
H -6.8819 8.2383 -8.6897
H 1.0595 1.3433 3.8728
H -7.2800 -2.3914 -4.9691
H 2.1871 5.8203 7.8302
H 5.4216 -5.4598 -2.2142
H -4.6286 -1.1886 1.8745
H 2.1405 1.9504 0.5153
C 4.6423 1.0981 -8.1055
H -3.0465 -0.9217 2.5132
C 4.4434 -4.2622 -5.4145
C 1.8642 -1.5501 2.7355
O 3.0899 3.7854 0.4595
H -0.3578 5.2069 11.6682
H 4.5707 -3.2609 -5.0031
C -12.1887 2.8997 -1.3785
H 2.1551 -2.2024 3.5589
C -1.2202 -8.8558 0.8716
H 3.5689 -15.7453 1.7519
C 1.7456 8.4845 -6.2531
O 1.0961 -0.4956 3.1701
H -3.1040 -8.4673 9.0837
H 0.9408 4.9279 12.7219
H -9.5159 6.8873 -8.8212
H -1.1159 4.3483 -7.1138
N 1.2009 9.7694 -4.2985
C 3.8701 3.7794 -0.7539
C 4.6735 -6.8806 -3.6394
C -3.2540 -2.4039 4.9541
H -5.2305 -1.6284 -8.3543
H -0.5657 3.9148 12.9050
C 0.5852 -2.4552 -0.7510
N 0.1706 -6.8713 5.8346
N 3.0918 -11.0573 0.2100
H 3.7149 -6.3626 -3.6694
C 1.0137 -7.1364 7.9882
H 5.1203 0.1187 -8.0853
H -1.9764 -8.2149 6.5170
H 1.8459 10.4704 -4.6341
H 1.9780 -6.8682 7.5565
C -5.3689 -3.0916 -4.5003
H 5.7657 3.0286 -2.5037
H -5.1043 -4.9597 -3.2732
C 3.1518 1.1470 -7.9433
C 1.7393 8.5142 -4.6863
H 4.1853 -14.6631 2.9751
C 5.3007 -6.5402 -2.2934
H 5.0762 1.7490 -7.3465
H -7.7991 2.7865 -2.3363
H 6.1678 4.6271 5.2779
O 8.5553 6.7993 4.1215
H -6.6351 6.0583 -7.6971
H -3.6418 -4.3692 -4.0758
H 1.0014 6.4675 -4.3480
H 5.5660 1.4481 -2.4280
H -8.0155 6.1810 -6.6761
H 6.2593 -7.0543 -2.2236
H 1.8681 6.8992 -8.4773
O -3.4187 6.0983 4.8644
H 9.4959 6.9957 2.2818
H 0.6684 7.5354 -2.9648
H 2.1073 3.7295 9.4119
C -8.4474 9.0837 -7.6250
O -5.5366 -1.3716 -6.3347
H 0.9429 -0.9140 -2.1330
H -10.4346 3.5062 -3.1139
H 1.6760 -13.4989 0.8972
H 1.2010 -7.8335 8.8049
H 1.8244 -11.2532 1.8912
H -8.4919 9.7579 -8.4803
H -3.8568 -2.6493 -6.0984
H -3.9962 -0.6114 -7.6523
H -2.6992 -10.1341 9.4043
H 1.3880 3.1233 -0.4952
H -2.6092 5.6737 -8.7024
O -1.0335 -0.5842 -1.5057
H 3.3256 7.9286 -8.2446
C -2.0876 4.7757 -9.0335
N 8.1450 4.4604 5.6838
N 1.1526 2.3413 11.5876
C 7.1036 4.8947 4.7871
H -1.7257 -8.2253 1.6031
H 7.5234 2.6895 6.4036
C 0.1282 4.4024 12.2203
C 1.8075 0.5685 3.7050
H -2.9512 -2.7429 3.9634
N -6.8320 -3.1870 -4.5374
C -7.7571 7.8433 -8.1738
H 0.5370 1.9551 12.2890
H 2.7422 8.3377 -4.2975
C -3.3168 4.7589 5.1436
C -5.0534 -0.8698 -7.5920
H -4.1296 -4.2827 5.4835
H 2.8968 0.8599 -6.9232
H -2.4680 3.5591 6.5091
H -11.8414 3.9328 -1.3924
H -0.3868 -6.0624 6.0691
N 1.1071 -1.6209 0.3490
C -3.6728 -0.9039 4.9532
H -2.8042 4.2195 4.3471
C -6.0045 6.4363 -5.1678
H 5.3948 0.5764 -0.6151
N 5.0556 2.3117 -2.5459
C 0.6674 3.5783 11.0578
H -1.2685 5.0162 -9.7113
H 5.1167 -6.7512 -5.7745
C -4.0668 -0.5394 2.5460
H 2.4059 -14.7394 2.6872
C 12.0557 3.0373 6.4927
H 6.4040 6.7710 4.2226
O -4.6437 -0.5275 3.9126
H 3.2889 6.0542 9.1715
C 2.8556 -12.2986 -0.4590
O 0.0520 -9.2593 1.2367
H 2.6040 0.9621 3.0734
H 12.8046 3.4682 5.8282
C 4.2963 2.3433 -1.2779
C 5.2198 1.6039 -0.2962
H -1.1898 2.9404 -8.1549
O -11.0967 2.0445 -1.7782
H 7.1748 4.4691 3.7862
H -7.5013 1.0211 -2.4757
H 0.2736 9.9057 -4.6751
H 8.9643 4.9901 5.4226
H 3.2781 4.2776 -1.5216
O 2.4167 7.2463 -6.5056
H 7.2979 6.7316 5.7461
H -1.4012 0.0045 -3.4844
H 3.4730 -4.6186 -5.0692
C -9.3902 1.5974 -3.3125
C 9.6663 2.8146 6.5488
H -9.7726 0.5780 -3.2598
H -5.0845 -2.3717 -3.7328
H 0.7755 8.4690 -6.7499
C -1.3078 -8.0411 7.3601
H -7.2256 -3.3824 -3.6280
N -2.1163 -2.6413 5.7972
H 1.9730 -12.2077 -1.0922
H -12.4919 2.7185 -0.3473
C -8.2517 1.7951 -2.3147
H -5.0866 6.6910 -4.6378
C 2.7260 7.1132 -7.8400
H 3.7674 -12.4548 -1.0353
H -5.2517 -3.1842 4.7729
C -10.6122 2.4326 -3.0516
N 4.3745 -8.3012 -3.7008
C 3.3959 -14.7827 2.2331
H -1.3486 -2.0334 5.5497
H 2.3418 9.2743 -6.7100
H 2.3228 0.3774 4.6463
H 9.5658 3.1251 7.5888
H -5.9683 5.3915 -5.4761
H 4.8099 4.3065 -0.5895
H -1.8896 -9.7056 0.7378
H -1.2268 -8.3189 -0.0770
H 2.5889 -14.3226 -0.2831
C 7.2858 6.3663 4.7192
C 8.3575 3.0307 5.7905
H 2.5291 -9.6615 1.5361
H -4.8814 -5.1570 -4.9358
O 4.9486 1.6756 -9.3895
O -3.0256 3.9785 -9.7446
H 2.6544 0.4591 -8.6270
O 1.3289 5.6141 9.7028
H 4.5950 1.0148 -9.9894
C -4.3721 -3.2221 5.4155
H -1.4908 4.9770 6.2130
C 0.7515 7.4859 -4.0505
C -1.1900 0.4097 -2.4948
C 5.5099 -6.3384 -4.8454
H 12.2151 3.4975 7.4678
H 12.2772 1.9701 6.4819
N -8.8653 1.9857 -4.6336
O 3.7207 -13.6802 1.4348
H -2.0361 1.0339 -2.2072
H -9.4441 8.8425 -7.2556
H 0.6029 -6.1949 8.3528
H -8.8935 8.0010 -9.7948
H -0.1670 3.4078 10.3776
H 1.5942 -3.3336 1.4415
H 8.3997 2.5153 4.8310
H -5.6224 0.0111 -7.8892
H -4.1254 0.4874 2.1851
C -2.5130 4.6414 6.3878
H 3.4165 1.7155 -1.4191
H 0.1330 -2.5251 1.8886
H 9.7349 1.7487 6.7662
C -1.7128 3.8570 -7.8822
N -8.6415 7.2300 -9.1929
H -4.8381 -2.9735 6.3690
H 5.2344 -8.8306 -3.7199
H -0.3123 -7.2880 5.0514
C 2.6694 -13.5192 0.4491
H -1.6599 -7.1005 7.7836
H 1.0371 -9.5293 -0.5057
H 3.9728 -11.2082 0.6804
H -2.7385 -0.3536 4.8419
H -5.2386 -3.3450 -6.7696
H -2.8888 5.1895 7.2518
H 4.5053 -4.2823 -6.5026
H 1.2239 3.2638 1.3135
H -3.6321 4.5520 -10.2189
C 0.0714 -1.5037 -1.8488
C 0.1662 -7.8035 6.9381
O 5.6248 -4.9157 -4.9794
H 4.6862 -6.8423 -1.4454
C 2.0504 -10.5383 1.1001
H -9.6086 1.8669 -5.3070
C 8.5285 6.7475 2.7185
H -0.2566 7.6604 -4.4263
C -7.2535 6.7844 -7.1695
H 2.8629 2.1964 -8.0029
H -4.2605 4.2401 5.3123
H 2.5356 4.5586 10.9344
O 10.7907 3.2963 5.8317
C 1.8707 3.0057 0.4749
O -6.3397 7.3193 -6.2223
```

Output
Total charge: 0

The following is a quantum chemistry calculation of an isolated molecule of C5H7FO, from OMol25.

The geometry in XYZ format:
```
14
C5H7FO (ωB97M-V with the def2-TZVPD basis set)
C -0.3445 -0.0208 -0.1735
C 0.3796 -1.2354 -1.0084
H -1.2667 0.8666 1.8207
O 0.4101 0.2872 0.8844
H 2.3334 -1.2686 -0.1802
C -0.1666 1.2544 1.7037
H -0.1097 2.3411 1.2894
H -1.7290 1.5505 -0.2093
C 1.5781 -1.7105 -0.8780
H 2.0597 -2.4100 -1.5835
F -0.3288 -1.6803 -2.1054
H -1.9948 0.2593 -1.4859
C -1.4198 0.5721 -0.5767
H 0.5991 1.1945 2.5027
```

Output
Total charge: 0

The following is a quantum chemistry calculation of a structure of composition C15H9FN4O2Sn, from OMol25.

The geometry in XYZ format:
```
32
C15H9FN4O2Sn (ωB97M-V with the def2-TZVPD basis set)
C -1.8030 2.1199 0.6728
H 3.2904 -2.1839 1.7069
O -1.8370 6.1579 -1.2182
H 2.2972 -0.9666 -2.4746
C 1.3978 -2.3399 -0.5847
C 0.0766 1.0331 1.7505
H 2.2872 -3.0965 -4.2510
C 1.3559 -1.2128 0.6055
C -1.7316 4.8164 -1.0566
N -0.7957 -0.0896 -0.5857
H 0.5758 -6.1480 -1.3146
C 2.5020 -1.3222 1.7930
O -3.8017 3.6065 1.6004
H 0.4932 -4.2445 0.6475
C 0.9143 -3.9212 -0.4168
N -0.9000 2.1691 1.8735
C 1.9386 -2.0514 -2.1422
C -1.7977 1.0284 -0.5337
Sn -4.8657 1.6097 1.6670
N -3.0090 4.0544 -0.7786
N 1.4852 -4.7482 -2.9243
C 0.9594 -5.0692 -1.5670
H -3.2261 3.3618 -1.5458
C -2.9544 3.3284 0.5705
F -0.3766 4.2366 -1.2225
C 1.9044 -3.3349 -3.1431
H 3.1925 -0.2341 3.9057
C 2.4139 -0.2150 3.0043
C 0.1734 -0.0739 0.5620
C 1.2232 0.9161 2.9626
H 1.1937 1.6998 3.8549
H -2.5759 1.1138 -1.4176
```

Output
Total charge: +2

Taking the records one at a time from the top gives orbital gap values of 0.320, 0.377, 0.091 hartree.
Taking the records one at a time from the top gives LUMO values of 0.1, 0.9, -10.8 eV.